i) Molecular formula: C3H6FN
Method: DFT, wB97M-V/def2-TZVPD

```
11
C3H6FN wB97M-V/def2-TZVPD
C 0.286 0.129 0.649
C -0.168 1.176 -0.398
C 0.753 -0.004 -0.716
H -0.372 -2.187 0.725
H -1.636 -0.423 1.224
H 1.018 0.103 1.490
H -1.064 0.513 -1.081
H 0.062 2.307 -0.658
H 1.799 0.288 -1.035
N -0.599 -0.996 1.191
F -0.080 -0.906 -1.392
```

These are the Mulliken partial charges, in e, on atoms 1 to 5: -0.24, -0.66, 0.13, 0.28, 0.27

=====

ii) Molecular formula: C3H6FN
Method: DFT, wB97M-V/def2-TZVPD

```
11
C3H6FN wB97M-V/def2-TZVPD
C -1.007 -1.583 -0.311
C -1.246 -0.410 -0.156
C -1.060 1.055 -0.106
H -0.762 -2.589 -0.107
H -2.017 1.538 0.102
H -0.793 1.479 -1.163
H -0.313 1.340 0.552
N 2.027 -0.545 0.389
F 2.114 0.673 -0.353
H 1.839 -0.129 1.290
H 1.218 -0.830 -0.137
```

SMILES string = C#CC.NF

These are the Mulliken partial charges, in e, on atoms 1 to 5: -0.23, -0.07, -0.95, 0.40, 0.33

=====

Each structure's energy above the most stable one, in hartree: i) 0.0383; ii) 0.0000.